This record from OMol25 describes a structure of composition C17H31FI2O3Sb at a distorted geometry. The level of theory is ωB97M-V with the def2-TZVPD basis set.

Geometry as XYZ:
```
55
C17H31FI2O3Sb (ωB97M-V with the def2-TZVPD basis set)
I 3.5188 -0.6434 -1.2270
I 1.6793 -3.5612 2.4742
Sb 0.0406 -1.4946 -0.5124
F -4.5641 1.5402 -1.3711
O -0.3885 -0.4573 -3.8457
O 1.6365 -1.2979 -4.3254
O 0.9251 1.3443 -3.5795
C -0.5395 -0.6710 1.4580
C 4.2547 -2.6045 1.2645
C 0.7899 2.9625 3.8300
C 1.2257 2.6826 2.3832
C -3.8517 0.5343 -0.7179
C 0.6914 -1.3321 -3.6495
C 0.4842 0.2696 2.1201
C -0.0490 0.8640 -3.9808
C 0.5145 -2.3252 -2.5591
C -2.4683 0.2984 -1.3230
C 2.7745 -2.4883 0.9885
C 2.1884 -1.7882 0.0585
C -1.1054 1.6516 -4.7186
C -0.1867 4.1426 3.9185
C 0.2520 1.7270 1.6856
C -0.6102 -3.5696 -0.0263
C -2.0687 -1.1811 -1.1703
H 1.6688 3.1379 4.4537
H -2.7589 -1.7205 -0.5171
H -1.0610 3.9007 3.3149
H 1.3600 -3.0035 -2.5301
H -3.7521 0.7911 0.3354
H -0.3562 -2.9364 -2.8067
H -2.4346 0.6608 -2.3453
H -2.1974 -1.6432 -2.1523
H -0.7976 1.9603 1.8725
H -1.4301 -0.0642 1.2663
H -0.8900 -1.4626 2.1207
H 1.2104 3.6297 1.8380
H 0.4520 0.1318 -1.0365
H 1.5274 -0.0114 1.9557
H 4.4893 -3.6372 1.5254
H 0.2852 2.1055 4.2729
H 0.2619 5.0828 3.6117
H 2.2446 2.3077 2.3456
H 0.2155 -4.2732 -0.0600
H -1.0824 -3.5516 0.9525
H 0.4403 1.7602 0.6118
H -4.4395 -0.3750 -0.8286
H 4.8744 -2.3583 0.4136
H -0.5404 4.1951 4.9486
H -1.3267 1.1814 -5.6712
H -1.3762 -3.8781 -0.7437
H 4.4567 -1.9825 2.1366
H 0.3196 0.2066 3.2014
H -0.7640 2.6706 -4.8253
H -1.9918 1.6738 -4.0836
H -1.7505 0.8992 -0.7513
```

Output
DFT total energy in a.u.: -1827.4903
Frontier orbital gap in Eh: 0.246
Highest occupied orbital energy in eV: -4.35
Total charge: -1
2S+1: 1
F_max in eV/A: 3.7